No. 1
{
  "formula": "C6H13P",
  "method": "the ωB97M-V functional and the def2-TZVPD basis",
  "total_charge": 0,
  "homo_lumo_gap_ev": [7.4, 8.2],
  "homo_ev": [-7.70, -7.93],
  "relative_energy_kj_mol": 497.2,
  "e_tot_ha": -577.54641,
  "multiplicity": 1,
  "elements": ["C", "C", "C", "C", "C", "C", "P", "H", "H", "H", "H", "H", "H", "H", "H", "H", "H", "H", "H", "H"],
  "positions_angstrom": [[-1.1879, 0.7645, -0.3888], [1.4364, -0.4360, -0.8722], [-0.2161, -0.3466, -0.2371], [-1.2967, 1.8463, 0.6490], [0.0599, -0.8332, 1.1947], [-0.8349, -1.7178, -0.9174], [2.4548, 1.0334, -0.6115], [-1.7427, 0.9770, -1.2774], [1.5690, -0.6559, -1.8760], [-1.6976, 2.6844, 0.1538], [-0.3960, 2.0949, 1.1272], [-2.0111, 1.7498, 1.4457], [0.6915, -0.2396, 1.6998], [0.5623, -1.7804, 1.3035], [-0.8489, -0.8487, 1.8356], [-1.9358, -1.6477, -0.5838], [-0.4381, -2.5799, -0.4473], [-0.8159, -1.5977, -1.9503], [3.7498, 0.6847, -1.0373], [2.8982, 0.8487, 0.7899]],
  "nbo_charge": [-0.07, -0.42, -0.11, -0.68, -0.62, -0.59, 0.29, 0.19, 0.16, 0.22, 0.22, 0.22, 0.20, 0.22, 0.20, 0.20, 0.21, 0.20, -0.01, -0.02]
}



No. 2
{
  "formula": "C5H7NO",
  "method": "the ωB97M-V functional and the def2-TZVPD basis",
  "total_charge": 0,
  "homo_lumo_gap_ev": 10.7,
  "homo_ev": -9.59,
  "relative_energy_kj_mol": 245.7,
  "e_tot_ha": -324.63090,
  "multiplicity": 1,
  "elements": ["C", "N", "C", "O", "C", "C", "C", "H", "H", "H", "H", "H", "H", "H"],
  "positions_angstrom": [[2.4502, -0.0064, 0.6873], [1.2868, 0.8468, 0.5029], [0.2721, 0.3567, -0.0353], [0.0800, -0.9056, -0.6069], [-1.2365, -0.5024, -1.0349], [-2.0769, -0.2417, 0.1549], [-1.1104, 0.8248, -0.3408], [3.2575, 0.3009, 0.0135], [2.8089, 0.1338, 1.7122], [2.2467, -1.0722, 0.5248], [-1.5460, -0.7871, -2.0339], [-1.8820, -0.7747, 1.0819], [-3.1188, -0.0015, -0.0396], [-1.4316, 1.8286, -0.5860]],
  "nbo_charge": [-0.44, -0.46, 0.56, -0.51, 0.08, -0.42, -0.32, 0.20, 0.20, 0.19, 0.22, 0.23, 0.23, 0.24]
}



No. 3
{
  "formula": "C10H30N6O4Pb",
  "method": "the ωB97M-V functional and the def2-TZVPD basis",
  "total_charge": 2,
  "homo_lumo_gap_ev": 8.5,
  "homo_ev": -15.45,
  "relative_energy_kj_mol": 18.7,
  "e_tot_ha": -1220.90669,
  "multiplicity": 1,
  "elements": ["Pb", "C", "O", "N", "N", "H", "H", "H", "H", "C", "O", "N", "N", "H", "H", "H", "H", "C", "C", "C", "O", "C", "N", "H", "H", "H", "H", "H", "H", "H", "H", "H", "H", "H", "C", "C", "C", "O", "C", "N", "H", "H", "H", "H", "H", "H", "H", "H", "H", "H", "H"],
  "positions_angstrom": [[3.3451, 2.8169, -2.9308], [0.1156, 4.3482, -3.0733], [0.9158, 3.5035, -3.5320], [-0.6506, 4.0456, -2.0151], [-0.0893, 5.6379, -3.5231], [-0.3521, 3.2822, -1.4345], [-1.4258, 4.6488, -1.8131], [-0.9636, 6.1317, -3.4853], [0.4312, 5.7593, -4.3801], [3.6220, 6.4112, -3.7147], [3.6333, 5.1831, -3.4344], [4.1282, 7.3162, -2.8529], [3.0708, 6.8322, -4.8679], [4.4141, 8.2256, -3.1756], [4.4723, 6.9677, -1.9772], [3.1843, 7.8227, -5.0150], [2.3440, 6.2633, -5.2532], [6.8904, 5.0250, -2.0466], [6.5760, 3.5795, -1.6421], [7.5536, 2.8523, -0.6830], [7.3142, 1.4801, -0.7375], [7.9741, 0.8141, 0.3555], [5.1640, 3.6067, -1.1614], [6.9175, 5.7751, -1.2507], [6.1168, 5.3320, -2.7470], [7.8947, 5.0778, -2.4699], [6.7206, 3.0948, -2.6119], [7.3506, 3.2647, 0.3212], [8.6047, 3.1552, -0.7573], [9.0611, 0.7685, 0.2723], [7.6346, -0.2191, 0.3221], [7.7051, 1.2843, 1.3011], [5.1490, 2.8822, -0.4236], [4.9984, 4.2991, -0.4236], [5.7880, -1.3608, -3.2106], [4.8543, -0.2279, -3.5260], [3.3971, -0.5901, -3.4698], [2.6443, 0.5584, -3.9347], [1.3043, 0.1296, -4.2545], [5.0390, 0.8723, -2.5556], [6.8528, -1.1309, -3.2959], [5.7319, -2.0911, -4.0256], [5.6346, -1.8265, -2.2360], [5.0777, 0.1082, -4.5428], [3.1412, -0.8846, -2.4469], [3.2426, -1.4616, -4.1076], [1.3693, -0.7206, -4.9302], [0.7956, 0.9886, -4.6872], [0.7083, -0.1555, -3.3844], [4.8805, 0.4054, -1.6634], [5.9744, 1.2525, -2.5150]],
  "nbo_charge": [1.68, 0.80, -0.77, -0.80, -0.82, 0.41, 0.41, 0.42, 0.39, 0.81, -0.82, -0.80, -0.79, 0.42, 0.42, 0.41, 0.42, -0.62, -0.07, -0.09, -0.56, -0.26, -0.91, 0.21, 0.22, 0.24, 0.19, 0.16, 0.21, 0.20, 0.20, 0.18, 0.38, 0.39, -0.64, -0.09, -0.08, -0.61, -0.26, -0.92, 0.24, 0.24, 0.22, 0.22, 0.18, 0.22, 0.20, 0.22, 0.19, 0.38, 0.41]
}



No. 4
{
  "formula": "CH9N2O2",
  "method": "the ωB97M-V functional and the def2-TZVPD basis",
  "total_charge": 1,
  "homo_lumo_gap_ev": 12.3,
  "homo_ev": -15.60,
  "relative_energy_kj_mol": 59.4,
  "e_tot_ha": -303.27193,
  "multiplicity": 1,
  "elements": ["N", "C", "N", "H", "H", "H", "H", "H", "H", "H", "O", "H", "H", "O"],
  "positions_angstrom": [[0.5247, -0.3502, 0.1536], [-0.6425, -0.0343, -0.3118], [-1.0055, 1.1343, -0.7836], [0.7762, -1.3248, 0.2086], [1.3295, 0.2662, 0.1183], [-1.2749, -0.9007, -0.4842], [-1.9719, 1.1897, -1.0573], [-0.3974, 1.8236, -1.2013], [-1.1711, -3.1201, 1.6804], [-1.0112, -3.7009, 0.2522], [-1.1896, -2.8947, 0.7455], [2.5295, 2.2479, 0.6641], [1.7707, 3.3027, -0.0995], [1.7337, 2.3613, 0.1150]],
  "nbo_charge": [-0.69, 0.40, -0.72, 0.44, 0.44, 0.25, 0.42, 0.44, 0.49, 0.49, -0.98, 0.49, 0.50, -0.98]
}